1.
Density functional theory data (ωB97M-V/def2-TZVPD) for one molecule with the formula C4H8FN2P.

Summary:
Energy above the lowest of the compared OMol25 structures with the same formula, charge and spin in kJ/mol: 227.0
Orbital gap (spin up / spin down) in eV: 6.96 / 7.20
E_tot in hartree: -707.86630
LUMO level (spin up / spin down) in eV: -0.39 / -0.17
HOMO (spin up / spin down) in eV: -7.35 / -7.37

Element x y z (Å)
C (0.5475, -0.4332, -0.1863)
C (-0.3811, 0.6090, -0.1486)
C (2.5889, -1.7471, -0.3609)
C (-2.2329, 1.8517, -0.4678)
N (1.9136, -0.4227, -0.1560)
N (-1.6741, 0.5012, -0.2883)
F (2.1396, 2.0643, 0.5795)
P (3.0194, 0.6963, 0.3958)
H (0.1310, -1.3932, -0.2942)
H (-0.0107, 1.6342, -0.0840)
H (3.0932, -2.0698, 0.5130)
H (1.7721, -2.3503, -0.6223)
H (3.2015, -1.5358, -1.2120)
H (-3.2711, 1.9157, -0.3414)
H (-1.7023, 2.6483, 0.1975)
H (-2.0938, 2.1043, -1.5103)

***

2.
Density functional theory data (ωB97M-V/def2-TZVPD) for one molecule with the formula C4H8FN3.

Summary:
Energy above the lowest of the compared OMol25 structures with the same formula, charge and spin in kJ/mol: 313.9
Orbital gap in eV: 9.10
SMILES: [H]/N=C/N(N)/C=C(/C)F
E_tot in hartree: -421.20409
LUMO level in eV: 0.77
HOMO in eV: -8.33

Element x y z (Å)
H (-2.1214, -2.5172, -0.4042)
N (-1.5686, -1.6734, -0.6135)
C (-1.8531, -0.5667, -0.0300)
N (-0.9278, 0.5584, 0.1260)
N (-1.5762, 1.7882, 0.2855)
C (0.3070, 0.6084, -0.2739)
C (1.4215, -0.0861, 0.0102)
C (2.8860, 0.3480, -0.3192)
F (1.0396, -1.2995, 0.7898)
H (-2.7665, -0.2786, 0.4104)
H (-1.8234, 2.4403, -0.6135)
H (-1.0589, 2.4054, 0.9111)
H (0.5200, 1.5061, -1.0267)
H (2.6987, 1.2726, -0.9834)
H (3.6524, -0.3691, -0.9073)
H (3.4824, 0.7027, 0.5969)

***

3.
Density functional theory data (ωB97M-V/def2-TZVPD) for an isolated ion of composition C4H8FN4S and charge +1.

Summary:
Charge: +1
Energy above the lowest of the compared OMol25 structures with the same formula, charge and spin in kJ/mol: 0.0
Orbital gap in eV: 10.11
SMILES: C[C@H](F)n1cnc(NS)[nH+]1
E_tot in hartree: -874.01856
LUMO level in eV: -3.42
HOMO in eV: -13.53

Element x y z (Å)
C (2.4350, -0.1994, 0.1756)
C (1.5991, 1.0640, -0.0885)
F (1.8415, 2.0483, 0.8213)
N (0.1524, 0.7942, -0.1281)
C (-0.7602, 1.6731, -0.5381)
N (-1.9489, 1.1111, -0.4568)
C (-1.7842, -0.1476, -0.0103)
N (-2.7616, -1.0267, 0.1650)
S (-2.3469, -2.6213, 0.7075)
N (-0.4774, -0.3350, 0.2178)
H (2.4696, -0.4661, 1.2442)
H (1.9144, -1.0391, -0.3224)
H (3.4440, -0.1172, -0.2436)
H (1.8636, 1.4151, -1.0989)
H (-0.6012, 2.6955, -0.8690)
H (-3.7253, -0.7982, -0.0485)
H (-1.2852, -2.8865, -0.1143)
H (-0.0287, -1.1641, 0.5871)

***

4.
Density functional theory data (ωB97M-V/def2-TZVPD) for one molecule with the formula C4H8FNO.

Summary:
Energy above the lowest of the compared OMol25 structures with the same formula, charge and spin in kJ/mol: 121.4
Orbital gap in eV: 9.49
SMILES: CO/C=C(\F)CN
E_tot in hartree: -387.01613
LUMO level in eV: 0.92
HOMO in eV: -8.57

Element x y z (Å)
C (2.5201, 0.5682, -0.0960)
O (1.9857, -0.7435, -0.0859)
C (0.6761, -0.9287, 0.0019)
C (-0.2752, -0.0615, 0.2179)
F (-0.0313, 1.2720, 0.2286)
C (-1.7089, -0.4080, 0.4708)
N (-2.6309, 0.1609, -0.4435)
H (2.5260, 1.0235, 0.9102)
H (1.9682, 1.2206, -0.7670)
H (3.5027, 0.4432, -0.4658)
H (0.3922, -1.9625, -0.0416)
H (-1.9035, -1.4847, 0.3887)
H (-1.9492, -0.0728, 1.4924)
H (-2.6219, 1.1851, -0.4136)
H (-2.4501, -0.2119, -1.3973)

***

5.
Density functional theory data (ωB97M-V/def2-TZVPD) for one molecule with the formula C4H8FNOS.

Summary:
Energy above the lowest of the compared OMol25 structures with the same formula, charge and spin in kJ/mol: 238.3
Orbital gap in eV: 10.10
SMILES: O=CNSCCCF
E_tot in hartree: -785.15699
LUMO level in eV: 0.69
HOMO in eV: -9.41

Element x y z (Å)
O (-3.3247, -1.0927, 0.3211)
C (-2.5423, -0.1565, -0.0386)
N (-1.7061, 0.2146, -1.0913)
S (-0.7851, 1.5825, -0.6936)
C (0.4015, 0.9670, 0.5243)
C (1.8216, 0.2184, 0.2949)
C (1.4290, -1.1992, -0.1964)
F (0.7258, -0.7798, -1.3384)
H (-2.5990, 0.9058, 0.5408)
H (-1.3914, -0.5447, -1.7399)
H (0.5641, 1.8291, 1.2970)
H (-0.2807, 0.3730, 1.2465)
H (2.3219, 0.8856, -0.3939)
H (2.5751, 0.3009, 1.2180)
H (0.5610, -1.4703, 0.5892)
H (2.2293, -2.0336, -0.5396)